1.
{"formula": "C53H50CaF5N4SSb", "method": "ωB97M-V/def2-TZVPD", "elements": ["Ca", "N", "C", "C", "C", "C", "C", "N", "C", "C", "C", "C", "C", "N", "H", "H", "H", "H", "H", "H", "H", "H", "H", "F", "C", "C", "F", "C", "F", "C", "S", "C", "F", "C", "F", "C", "C", "C", "Sb", "C", "C", "C", "C", "C", "C", "H", "H", "H", "H", "H", "H", "H", "H", "H", "H", "H", "H", "H", "H", "H", "H", "H", "H", "H", "H", "H", "C", "C", "C", "C", "C", "C", "C", "C", "C", "C", "C", "C", "C", "C", "C", "H", "H", "H", "H", "H", "H", "H", "H", "H", "H", "N", "C", "C", "C", "C", "C", "C", "C", "C", "C", "C", "C", "C", "C", "H", "H", "H", "H", "H", "H", "H", "H", "H", "H"], "positions_angstrom": [[-22.677, -0.341, -5.215], [-25.332, -0.949, -2.538], [-25.703, -1.495, -3.806], [-27.005, -2.039, -3.866], [-27.487, -2.498, -5.074], [-26.657, -2.395, -6.201], [-25.389, -1.773, -6.073], [-24.963, -1.323, -4.920], [-24.139, -0.799, -1.892], [-24.127, -0.400, -0.532], [-22.890, -0.395, 0.110], [-21.708, -0.630, -0.602], [-21.858, -1.057, -1.932], [-23.041, -1.135, -2.508], [-26.035, -0.814, -1.901], [-27.612, -2.064, -2.922], [-28.587, -2.823, -5.138], [-27.007, -2.767, -7.150], [-24.792, -1.512, -6.961], [-25.041, -0.147, -0.051], [-22.890, -0.074, 1.103], [-20.713, -0.494, -0.187], [-20.921, -1.038, -2.510], [-22.773, 4.927, 0.883], [-22.395, 4.221, -0.212], [-23.385, 3.691, -1.012], [-24.642, 3.904, -0.681], [-22.954, 2.880, -2.044], [-23.953, 2.270, -2.740], [-21.624, 2.729, -2.487], [-21.249, 1.896, -3.930], [-20.668, 3.181, -1.553], [-19.359, 2.980, -1.804], [-21.068, 3.890, -0.478], [-20.119, 4.293, 0.434], [-27.389, 2.813, -8.156], [-26.869, 1.575, -7.382], [-27.983, 0.591, -7.311], [-25.837, 2.087, -5.559], [-27.260, 3.128, -4.350], [-27.325, 2.524, -2.966], [-28.567, 3.398, -5.053], [-24.950, 3.973, -6.230], [-24.202, 3.886, -7.563], [-24.142, 4.628, -5.117], [-27.751, 2.527, -9.215], [-26.745, 3.670, -8.340], [-28.302, 3.199, -7.651], [-26.007, 1.074, -7.851], [-28.911, 0.953, -6.888], [-27.712, -0.231, -6.627], [-28.312, 0.229, -8.285], [-26.914, 4.196, -4.383], [-27.754, 1.498, -2.943], [-28.001, 3.109, -2.313], [-26.308, 2.494, -2.540], [-28.994, 2.536, -5.510], [-28.498, 4.227, -5.737], [-29.297, 3.683, -4.309], [-25.836, 4.625, -6.382], [-23.287, 3.340, -7.473], [-23.877, 4.860, -7.956], [-24.818, 3.506, -8.461], [-23.164, 4.157, -4.891], [-24.683, 4.734, -4.216], [-23.968, 5.638, -5.392], [-23.437, 0.310, -7.439], [-23.569, 0.671, -8.605], [-23.737, 1.382, -9.836], [-25.027, 1.247, -10.526], [-25.540, 2.211, -11.407], [-26.884, 2.140, -11.883], [-27.724, 1.085, -11.602], [-27.194, 0.070, -10.803], [-25.954, 0.140, -10.294], [-22.515, 1.818, -10.524], [-22.393, 2.342, -11.872], [-21.179, 2.769, -12.421], [-20.006, 2.634, -11.674], [-20.046, 2.036, -10.419], [-21.246, 1.599, -9.885], [-24.914, 3.027, -11.695], [-27.203, 3.001, -12.502], [-28.733, 1.003, -11.881], [-27.853, -0.749, -10.583], [-25.580, -0.722, -9.756], [-23.317, 2.337, -12.391], [-21.194, 3.292, -13.404], [-19.061, 2.946, -12.123], [-19.117, 1.796, -9.884], [-21.420, 1.188, -8.843], [-21.301, -2.266, -5.197], [-20.241, -2.916, -5.147], [-18.900, -2.353, -4.604], [-18.614, -1.027, -4.910], [-17.523, -0.352, -4.392], [-16.633, -1.066, -3.576], [-16.927, -2.330, -3.159], [-18.017, -3.033, -3.706], [-20.271, -4.424, -5.433], [-19.256, -5.163, -5.976], [-19.272, -6.569, -5.955], [-20.338, -7.189, -5.355], [-21.464, -6.481, -4.990], [-21.427, -5.100, -5.036], [-19.279, -0.491, -5.619], [-17.345, 0.713, -4.504], [-15.790, -0.539, -3.123], [-16.213, -2.988, -2.501], [-18.262, -4.086, -3.377], [-18.436, -4.589, -6.407], [-18.423, -7.162, -6.368], [-20.406, -8.233, -5.342], [-22.379, -6.938, -4.656], [-22.198, -4.435, -4.705]], "forces_ev_per_a": [[0.18, -0.11, 0.19], [1.12, -0.42, -2.28], [-0.61, 0.49, 0.07], [0.24, 0.22, 1.24], [-1.04, 0.03, -0.60], [0.28, -0.05, 0.67], [-1.99, -0.92, -1.21], [0.53, 0.20, 2.34], [0.48, -0.39, 1.12], [1.19, -0.68, -0.95], [-0.46, 0.34, -1.63], [-0.70, -0.75, -0.47], [1.31, 1.92, 1.52], [0.74, -0.25, -2.06], [-2.43, 0.21, 1.09], [0.59, -0.04, -1.10], [1.95, 0.25, -0.05], [0.09, 0.17, -0.21], [-0.04, -0.25, 0.41], [-0.49, 0.23, 0.51], [0.26, 0.39, 1.56], [-0.27, -0.08, 0.06], [-0.75, -0.79, -0.31], [0.50, -0.08, -0.18], [-0.02, -0.15, 0.29], [1.82, -0.23, 0.22], [-0.95, -0.12, -0.17], [-0.95, -0.06, -1.07], [0.42, 0.22, 0.09], [-0.72, -0.64, 0.99], [0.45, -0.22, -0.51], [-0.05, -0.50, -1.97], [-0.42, 0.14, 0.41], [0.54, 1.36, 2.34], [-0.55, -0.04, -0.51], [-1.29, -0.44, -1.54], [0.25, 1.55, -0.74], [-0.58, -1.15, 1.14], [1.18, -0.36, -0.10], [0.08, 1.68, -0.85], [-0.37, 0.07, 0.48], [-0.78, -0.41, 0.97], [-0.56, 0.15, -0.52], [-1.01, 0.33, -1.46], [0.93, -0.78, -0.64], [0.57, 0.10, 1.46], [0.30, -0.22, 0.36], [0.53, -0.22, -0.24], [-0.28, 0.43, -0.29], [-0.24, 0.65, 0.31], [-0.13, -0.02, -0.63], [0.47, -0.27, -0.24], [0.68, -0.96, 1.03], [0.38, 0.37, -0.32], [0.36, -0.02, -0.04], [-0.53, -0.07, 0.07], [-0.32, -0.65, -0.73], [0.10, 0.06, -0.51], [-0.51, 0.38, 0.47], [0.17, -0.32, 0.03], [0.39, -0.84, -0.04], [-0.12, 0.36, 0.51], [1.05, 0.00, 1.69], [-0.56, 0.01, -0.26], [-0.79, -0.32, 1.27], [0.55, 1.16, -0.52], [0.34, -0.61, 0.76], [-0.45, 0.96, -0.59], [0.03, -0.95, -1.46], [-0.23, -0.41, 0.54], [-1.55, -0.62, -0.27], [1.27, 1.14, -0.54], [1.12, 0.17, 0.57], [-1.16, 0.36, -0.53], [2.42, 0.27, 0.54], [0.81, -0.13, -0.58], [0.11, -0.44, 1.52], [-0.79, 0.19, 0.31], [0.37, 0.29, -0.86], [-0.07, -0.79, 0.33], [-1.44, 0.34, 1.52], [-0.04, 0.58, -0.01], [-0.03, -0.62, 0.32], [-1.14, 0.26, -0.63], [0.01, -0.56, 0.17], [0.13, 0.12, 0.37], [-0.34, 0.39, -0.97], [0.17, -0.66, 0.69], [-0.14, -0.02, 0.24], [-0.36, 0.34, -0.18], [1.08, 0.30, -1.31], [0.10, 0.96, -0.04], [0.10, -0.74, 0.19], [0.30, -0.65, 0.42], [-0.42, 0.98, -0.90], [0.54, -0.69, 0.65], [0.09, 1.62, 0.65], [0.86, -3.49, 0.44], [-1.29, 0.04, -0.25], [-0.56, 0.27, 0.58], [1.13, -0.20, -0.42], [1.07, 0.58, -0.25], [-0.49, -0.05, -0.75], [-0.32, 1.27, 0.19], [0.61, 0.14, 0.24], [0.30, -0.45, 0.69], [-0.18, -0.16, -0.47], [-0.12, -0.15, -0.24], [-1.30, 1.72, -1.07], [0.42, 1.31, -0.49], [0.20, -0.40, 0.10], [-0.77, 0.58, 0.37], [0.17, -1.52, 0.14], [-0.06, -0.46, 0.15], [-0.68, -0.04, 0.15]], "mulliken_charge": [2.2038, 0.3364, -0.6823, -0.8244, -0.0809, -0.9297, -0.3642, 1.1469, 0.6566, -0.9831, -0.5400, -0.7975, -0.0953, 0.0168, 0.1586, 0.2926, 0.2591, 0.3652, 0.3592, 0.4164, 0.4596, 0.4830, 0.2042, -0.3392, 0.2458, -0.1338, -0.3246, -0.3968, 0.4791, 0.5499, -0.1021, 0.2778, -0.3319, 0.1531, -0.3554, -1.2683, 2.3741, -1.4945, 0.4956, 0.4164, -0.9420, -1.7500, 0.5427, -1.3277, -1.7049, 0.1344, 0.3119, 0.3844, -1.6482, 0.3397, 0.1776, 0.2709, 0.2337, 0.1310, 0.4414, 0.0067, 0.2342, 0.3848, 0.5020, 0.2936, 0.3168, 0.5275, -0.1020, 0.1287, 0.3953, 0.5237, -0.8081, -1.0186, 1.0291, 0.5097, -0.6575, -0.7687, -0.7280, -0.1806, -0.3251, 0.6639, -0.4071, -0.8586, -0.3756, -0.5282, -0.5548, 0.4024, 0.1986, 0.3922, 0.3902, 0.2877, 0.5987, 0.2816, 0.3043, 0.3236, -0.0124, -0.7482, -0.9869, 0.4823, 0.0162, -0.6103, -0.4019, -0.5513, -0.1093, 0.2564, 0.1178, -0.5516, -0.4675, -0.5176, -0.4686, 0.2810, 0.3950, 0.2955, 0.1975, 0.2943, 0.3800, 0.2988, 0.3709, 0.3752, 0.3813], "total_charge": -2, "e_homo_ev": -0.17, "max_force_ev_per_a": 3.62}

2.
{"formula": "C53H50ClFO2PbS2Se", "method": "ωB97M-V/def2-TZVPD", "elements": ["Pb", "C", "C", "C", "C", "C", "C", "C", "C", "C", "C", "C", "C", "H", "H", "H", "H", "H", "H", "H", "H", "H", "H", "H", "H", "H", "H", "H", "H", "H", "H", "C", "C", "C", "C", "C", "C", "C", "S", "O", "C", "C", "C", "C", "C", "C", "C", "C", "C", "C", "C", "C", "C", "C", "C", "C", "C", "C", "C", "C", "S", "O", "C", "C", "C", "C", "C", "C", "C", "H", "H", "H", "H", "H", "H", "H", "H", "H", "H", "H", "H", "H", "H", "H", "H", "H", "H", "H", "H", "H", "H", "H", "H", "H", "H", "Cl", "Se", "F", "C", "C", "C", "C", "C", "C", "C", "H", "H", "H", "H", "H", "H"], "positions_angstrom": [[15.664, 11.588, 16.560], [15.460, 10.599, 20.736], [15.006, 11.879, 20.015], [13.759, 11.887, 19.365], [12.838, 10.653, 19.434], [13.415, 13.031, 18.620], [12.164, 13.066, 17.762], [14.227, 14.156, 18.599], [13.757, 15.403, 17.889], [15.491, 14.096, 19.199], [16.500, 15.205, 19.030], [15.844, 12.987, 19.965], [17.135, 13.046, 20.788], [15.000, 10.587, 21.728], [16.548, 10.563, 20.875], [15.178, 9.708, 20.189], [13.007, 9.986, 18.582], [11.776, 10.967, 19.384], [12.954, 10.145, 20.378], [11.279, 13.402, 18.323], [11.983, 12.083, 17.298], [12.318, 13.780, 16.938], [13.857, 15.311, 16.812], [14.355, 16.250, 18.192], [12.725, 15.648, 18.163], [16.503, 15.915, 19.877], [16.271, 15.817, 18.145], [17.523, 14.887, 18.899], [17.967, 12.576, 20.199], [17.058, 12.474, 21.694], [17.401, 14.069, 21.059], [8.096, 15.623, 12.549], [9.469, 15.089, 12.875], [10.601, 15.857, 12.570], [11.868, 15.399, 12.912], [11.966, 14.169, 13.574], [10.880, 13.382, 13.894], [9.623, 13.871, 13.542], [13.553, 13.599, 14.059], [14.365, 14.824, 14.314], [14.048, 12.970, 12.479], [13.345, 11.866, 11.994], [13.628, 11.307, 10.787], [14.703, 11.792, 9.994], [15.077, 11.317, 8.693], [16.115, 11.832, 8.018], [16.897, 12.835, 8.581], [16.628, 13.255, 9.839], [15.469, 12.855, 10.541], [15.157, 13.453, 11.812], [16.063, 14.563, 12.245], [15.941, 15.823, 11.591], [14.875, 16.083, 10.687], [14.790, 17.231, 9.970], [15.769, 18.265, 10.134], [16.769, 18.067, 11.088], [16.838, 16.905, 11.883], [17.821, 16.693, 12.888], [17.918, 15.483, 13.533], [17.047, 14.418, 13.176], [17.107, 12.806, 13.914], [17.413, 12.991, 15.412], [18.611, 12.205, 13.308], [18.631, 11.244, 12.286], [19.884, 10.787, 11.850], [21.058, 11.225, 12.418], [22.401, 10.642, 12.005], [21.022, 12.214, 13.388], [19.799, 12.659, 13.865], [8.016, 16.045, 11.547], [7.884, 16.440, 13.207], [7.369, 14.835, 12.664], [10.466, 16.756, 11.991], [12.783, 15.972, 12.710], [10.981, 12.423, 14.401], [8.719, 13.314, 13.837], [12.564, 11.406, 12.604], [13.032, 10.458, 10.494], [14.459, 10.535, 8.233], [16.374, 11.421, 7.062], [17.752, 13.197, 8.024], [17.302, 14.027, 10.249], [14.163, 15.269, 10.566], [13.933, 17.335, 9.298], [15.784, 19.154, 9.558], [17.502, 18.853, 11.223], [18.517, 17.491, 13.156], [18.604, 15.373, 14.335], [17.753, 10.821, 11.854], [19.986, 10.018, 11.081], [22.479, 10.524, 10.915], [22.616, 9.702, 12.483], [23.216, 11.352, 12.271], [21.932, 12.589, 13.887], [19.789, 13.325, 14.699], [13.837, 9.140, 15.861], [15.540, 9.697, 14.566], [21.070, 7.768, 14.631], [20.148, 8.424, 15.364], [18.999, 7.724, 15.707], [18.036, 8.387, 16.433], [18.252, 9.680, 16.940], [17.207, 10.385, 17.739], [19.423, 10.320, 16.570], [20.379, 9.718, 15.775], [18.829, 6.684, 15.348], [17.086, 7.889, 16.611], [17.763, 11.058, 18.413], [16.598, 9.689, 18.334], [19.540, 11.347, 16.958], [21.326, 10.164, 15.548]], "forces_ev_per_a": [[-0.10, 0.65, 0.28], [0.13, 0.96, 0.13], [-0.06, -1.13, 0.16], [0.16, -0.09, -0.28], [-0.39, 1.39, -0.45], [-0.82, -0.41, 0.17], [0.13, -0.08, -0.23], [0.49, 0.09, -0.08], [0.07, 0.01, 0.40], [0.15, 0.23, 0.06], [-0.54, 1.24, -0.18], [0.50, 0.24, 0.48], [0.22, -0.54, -1.27], [0.02, -0.29, 0.04], [-0.35, 0.07, -0.11], [-0.17, -0.13, -0.03], [0.09, -0.12, 0.23], [0.56, -0.10, -0.03], [0.17, -0.34, 0.13], [0.13, -0.24, -0.16], [-0.11, 0.30, 0.30], [-0.19, -0.31, 0.25], [-0.13, 0.03, -0.29], [0.09, 0.23, 0.05], [0.12, -0.16, -0.21], [-0.05, -0.29, -0.15], [0.08, -0.29, 0.24], [0.22, -0.48, 0.05], [-0.43, 0.56, 0.51], [-0.16, -0.21, 0.42], [0.01, -0.16, -0.15], [0.59, -0.33, -0.31], [0.15, 0.02, 0.07], [0.24, -0.78, -0.10], [-0.23, -0.03, 0.16], [-0.04, 0.26, -0.27], [-0.64, 0.43, -0.23], [-0.67, -0.11, 0.14], [0.61, 0.21, 0.59], [0.00, -0.18, 0.21], [1.11, 0.41, -0.33], [-0.54, -0.60, -0.01], [0.15, -0.09, -0.16], [0.09, 0.54, -0.10], [-1.83, -0.92, 0.91], [0.28, -0.17, -0.59], [0.62, -0.25, -0.06], [0.70, 1.62, 0.06], [0.41, -0.47, 0.33], [-0.37, -0.49, -0.28], [-0.36, 0.56, 0.03], [-0.17, 1.21, 0.10], [0.44, -0.98, 0.25], [-0.13, 0.97, -0.27], [0.52, -1.93, 1.43], [-0.93, 0.72, -0.77], [-0.08, -1.28, -0.32], [0.23, -0.38, 0.30], [-0.84, 0.50, -0.76], [0.27, 0.08, 0.03], [-0.18, 0.29, 1.34], [-0.49, -0.08, -0.54], [0.92, -0.81, -1.08], [1.38, 0.37, 0.39], [-0.65, -0.48, -0.14], [1.27, 0.08, -0.18], [0.30, 1.33, -0.47], [-0.21, 0.21, 0.95], [0.43, -0.15, -0.44], [0.17, -0.22, -0.13], [-0.38, 0.43, 0.61], [-0.41, -0.06, 0.05], [0.10, 0.31, 0.08], [-0.44, -0.25, 0.08], [0.10, 0.26, -0.01], [0.52, 0.22, -0.28], [0.17, 0.28, -0.15], [0.04, -0.17, -0.35], [0.31, 0.24, 0.29], [0.01, -0.02, -0.44], [0.04, 0.12, 0.18], [-0.55, -0.52, -0.04], [-0.08, 0.34, -0.21], [0.45, 0.21, 0.10], [-0.21, 0.63, -0.50], [0.05, -0.06, 0.14], [-0.26, -0.14, -0.11], [0.55, -0.26, 0.49], [-0.70, -0.02, -0.17], [-0.40, 0.18, 0.17], [-0.19, -0.17, 0.27], [-0.07, -0.46, 0.21], [-0.50, -0.47, -0.01], [-0.43, -0.32, -0.48], [-0.19, 0.43, 0.37], [-0.13, -0.08, 0.08], [-0.06, -0.16, -0.50], [0.48, 0.01, -0.29], [-0.47, -0.44, 0.30], [0.00, -0.52, -0.69], [-0.28, 0.02, 0.48], [-0.82, -0.54, -0.52], [0.90, -0.22, 0.35], [-0.11, 1.10, 0.64], [0.02, -0.66, 0.06], [0.27, 0.99, 0.27], [0.16, 0.07, 0.17], [-0.62, 0.00, 0.01], [0.26, 0.15, -0.10], [0.26, -0.54, -0.38], [0.26, 0.37, -0.18]], "mulliken_charge": [1.5241, -2.9876, 2.2887, 0.0840, -1.8245, 2.1508, -2.1850, 0.4213, -2.3639, 1.6997, -2.9063, 0.4806, -1.9395, 0.4976, 0.4942, 0.5111, 0.1789, 0.4100, 0.5293, 0.3967, 0.3562, 0.1590, 0.4304, 0.5622, 0.3837, 0.3790, 0.4679, 0.4857, 0.2631, 0.4883, 0.4723, -1.6102, 1.1240, -1.0250, -0.4305, -0.1013, -0.4236, -0.8246, 1.5060, -0.6724, 1.1186, -0.9427, -1.1834, 0.5977, -0.8302, -0.5992, -0.8755, -0.8581, 1.2548, -1.2926, -0.6666, 1.2422, -0.8960, -0.9359, -0.7423, -0.7010, 0.5410, -1.2573, -1.0259, 1.3238, 1.1887, -0.7298, -0.2472, -0.1962, -1.0088, 1.3608, -1.5886, -1.2233, -0.3379, 0.3709, 0.3266, 0.3766, 0.4188, 0.5161, 0.5107, 0.2835, 0.4314, 0.4233, 0.4168, 0.4156, 0.4428, 0.3884, 0.6708, 0.4189, 0.4422, 0.4630, 0.3692, 0.6200, 0.7926, 0.3921, 0.4096, 0.2949, 0.3737, 0.2652, 0.4347, -0.3795, -0.3848, -0.3898, 0.4660, -0.7430, -0.0849, 0.1280, -1.1174, 0.0471, -0.7614, 0.3630, 0.3154, 0.1692, 0.5212, 0.1158, 0.5271], "total_charge": 0, "e_homo_ev": -6.79, "max_force_ev_per_a": 2.46}